Entry 1:
82
Properties=species:S:1:pos:R:3:forces:R:3:lowdin_charge:R:1 method="wB97M-V/def2-TZVPD" de_lowest_ev=0.021 charge=-2 orbital_gap_ev=6.179 homo_ev=-2.7 multiplicity=1
Cs 0.856290 0.303654 2.613963 0.08 0.13 0.15 0.932
Br 2.564474 -3.153492 -7.264483 -0.09 -0.10 0.23 0.694
C 2.959813 -2.372243 -5.563066 0.01 -0.52 0.16 -0.683
C 3.959201 -1.432619 -5.538307 0.53 1.09 -0.10 -0.156
C 4.203969 -0.758996 -4.332581 -0.97 -0.79 0.22 -0.021
C 3.499648 -1.124655 -3.171692 -0.54 -0.24 -0.19 -0.249
C 2.487117 -2.126013 -3.205338 1.05 1.10 -0.29 0.019
C 2.245861 -2.745628 -4.418324 0.50 1.06 -0.11 -0.116
N 3.829582 -0.380297 -2.022296 0.63 0.07 -0.21 0.105
C 3.467697 -0.725907 -0.863105 -0.70 0.45 0.48 -0.078
C 3.960819 0.040157 0.325974 0.66 -0.04 -0.77 -0.266
C 4.061897 -0.634617 1.528729 -1.09 -0.59 0.81 -0.078
C 4.569942 0.092329 2.610268 1.28 0.06 0.56 -0.095
C 5.039352 1.405666 2.415663 -0.50 -0.61 0.32 -0.069
C 4.897469 1.980292 1.126652 0.10 0.02 2.18 -0.155
N 4.411816 1.302031 0.137975 -1.07 -0.92 -1.38 0.105
H 4.485477 -1.141340 -6.470463 -0.42 -0.27 0.78 0.099
H 4.833934 0.108960 -4.255042 0.42 -0.02 -0.06 0.101
H 1.887716 -2.278128 -2.305366 0.03 -0.37 -0.39 0.110
H 1.413108 -3.371458 -4.508961 -0.92 -1.12 -0.13 0.079
H 2.721716 -1.503664 -0.628470 0.45 -0.12 -0.02 0.105
H 3.596962 -1.661485 1.665615 0.69 1.29 -0.24 0.129
H 4.730405 -0.399371 3.606838 -0.44 0.61 -1.03 0.126
H 5.409218 1.935972 3.302932 -0.16 0.04 -0.65 0.073
H 5.080256 3.043093 0.960692 0.33 -0.24 0.00 0.105
F -0.720781 -2.208747 -6.948092 0.00 -0.37 -0.91 0.033
C -0.733419 -1.753525 -5.693649 0.32 0.12 -0.07 -0.345
C -0.203239 -0.501463 -5.467701 0.27 0.37 -0.48 -0.020
C -0.263359 0.028328 -4.185445 -0.05 -0.31 -0.04 -0.125
C -0.876833 -0.675853 -3.131005 0.06 0.05 -0.70 -0.382
C -1.369031 -1.938214 -3.431782 0.85 0.02 -1.28 -0.084
C -1.244860 -2.532611 -4.707869 -0.45 1.52 1.59 -0.006
Sb -1.278616 0.377955 -1.301635 0.05 -0.13 0.07 1.539
C -2.488864 1.820233 -2.358078 0.47 -0.42 0.24 -0.426
C -2.702741 3.098839 -1.888215 -0.11 0.84 0.96 -0.137
C -3.660214 3.964526 -2.397551 0.07 -1.18 -0.90 -0.009
C -4.388504 3.503298 -3.497014 1.47 -0.49 1.19 -0.321
F -5.258661 4.344930 -4.014714 -1.29 0.71 -0.95 0.066
C -4.195225 2.233170 -4.013029 -0.32 -0.26 -0.79 -0.014
C -3.235901 1.398238 -3.422604 -1.44 -0.59 -1.14 -0.148
C -3.012490 -0.790683 -0.822313 -0.55 0.45 0.89 -0.365
C -4.310779 -0.249465 -0.776304 -0.56 0.09 -0.65 -0.118
C -5.380822 -0.982448 -0.231518 1.84 -0.41 -0.22 -0.036
C -5.144906 -2.215824 0.332877 2.01 -0.32 0.36 -0.280
F -6.103701 -2.911108 0.979017 -0.50 0.07 -0.22 0.038
C -3.842443 -2.756275 0.369051 -0.38 0.71 -0.37 0.005
C -2.789887 -2.031710 -0.196079 -1.06 0.23 -0.57 -0.153
H 0.224172 -0.014325 -6.365915 -0.19 0.01 0.91 0.131
H 0.137633 1.013992 -4.011735 0.10 0.22 0.03 0.099
H -1.863124 -2.558249 -2.751671 -0.63 -0.51 1.44 0.080
H -1.714466 -3.465110 -4.845626 -0.19 -1.03 -0.49 0.107
H -2.181837 3.446686 -1.004759 0.25 -0.06 0.05 0.093
H -3.841826 4.932840 -1.977030 -0.06 0.32 0.08 0.106
H -4.783961 1.873851 -4.888636 0.43 0.43 0.84 0.123
H -3.222953 0.348810 -3.775582 0.33 0.74 0.17 0.115
H -4.642520 0.726769 -1.237727 0.95 -1.07 0.59 0.111
H -6.322568 -0.563547 -0.313663 -1.90 0.60 0.17 0.083
H -3.640544 -3.700111 0.854366 -0.06 -0.05 0.05 0.122
H -1.797630 -2.429882 -0.206884 0.30 -0.38 0.22 0.025
Cl -2.649536 -0.650023 3.024619 -0.51 0.31 0.33 0.695
C -3.809776 0.525991 3.718018 -0.14 -0.36 -0.84 -1.563
Cl -5.343994 -0.261553 4.206340 0.24 -0.11 0.01 0.588
Cl -3.106377 1.352370 5.104836 0.03 0.17 -0.09 0.622
C -4.181910 1.456968 2.628305 0.27 0.31 0.02 -0.390
N -4.440027 2.158035 1.751868 0.08 -0.29 0.48 0.189
O 0.551999 -1.602141 0.331898 0.04 0.25 0.00 -0.697
S 0.306831 -2.663467 1.362564 0.07 -0.15 0.50 -0.139
O -0.957266 -2.314782 2.087407 0.21 -0.43 -0.57 -0.637
O 1.380866 -2.644905 2.388396 0.23 0.08 -0.55 -0.573
S 0.269822 -4.415194 0.360917 -0.30 0.38 0.40 0.084
F 1.389208 1.350596 10.399202 -0.06 -0.10 -0.68 0.073
C 1.804253 1.729035 9.161734 0.11 0.44 -0.34 -0.147
C 2.928419 2.532392 9.050643 -0.16 -0.97 0.04 -0.169
F 3.648754 2.733120 10.166971 0.11 0.46 0.05 0.088
C 3.380793 2.930977 7.813032 -0.03 0.48 0.30 -0.267
F 4.513798 3.656890 7.839871 0.01 0.03 -0.27 0.045
C 2.721938 2.658317 6.600521 0.34 0.07 0.04 -0.655
S 3.296838 3.292661 5.097333 -0.18 -0.27 -0.06 0.470
C 1.624012 1.795995 6.739671 0.45 -0.13 1.05 -0.263
F 1.063726 1.253355 5.657745 -0.58 -0.02 -0.49 -0.012
C 1.163360 1.358783 7.980613 0.44 0.24 0.67 -0.161
F 0.125429 0.531023 8.108201 -0.53 -0.33 -0.38 0.097

***

Entry 2:
77
Properties=species:S:1:pos:R:3:forces:R:3:lowdin_spin:R:1 method="wB97M-V/def2-TZVPD" orbital_gap_ev="6.154 / 5.042" homo_ev="-6.3 / -7.5" multiplicity=5 s_squared=6.056
Co -0.117339 -0.313626 0.763260 0.25 -0.09 0.72 0.981
I 4.566877 0.467714 -1.436368 0.10 0.11 -0.02 0.010
C 3.280893 -1.154010 -1.411348 0.13 -0.28 -0.20 0.002
C 3.571758 -2.291835 -2.198900 0.07 0.46 0.19 0.001
C 2.768380 -3.393602 -2.191382 -0.10 -0.12 0.05 -0.003
I 3.336905 -5.053613 -3.312943 0.03 -0.10 -0.03 0.000
C 1.580587 -3.396211 -1.419976 -0.09 0.06 0.07 0.000
C 0.646146 -4.456549 -1.357012 0.30 -0.08 -0.21 -0.002
C -0.472688 -4.339219 -0.596288 -0.32 0.17 0.32 0.000
C -0.695506 -3.143161 0.115024 -0.25 -0.45 -0.03 0.000
N 0.151306 -2.152157 0.089033 0.16 0.42 -0.16 -0.004
C 1.293395 -2.248360 -0.649572 0.07 0.17 0.01 0.000
C 2.179642 -1.098001 -0.566265 -0.19 -0.28 0.20 0.020
O 1.925898 -0.166510 0.291681 -0.04 -0.16 -0.61 0.131
H 4.463931 -2.289073 -2.812168 0.00 0.06 0.05 0.000
H 0.829738 -5.361689 -1.925554 0.02 0.08 0.05 0.000
H -1.195891 -5.140331 -0.536150 -0.01 0.02 0.01 0.000
H -1.590871 -3.002794 0.711243 0.00 -0.03 -0.05 0.001
Cl 2.207516 1.849151 6.708444 -0.12 -0.01 -0.23 0.001
C 1.464606 1.747778 5.127624 0.13 -0.17 0.27 0.004
C 1.206485 2.878226 4.423755 -0.11 0.38 -0.33 -0.001
C 0.601082 2.835380 3.142183 0.15 0.13 0.33 0.006
I 0.231176 4.603481 2.127412 -0.06 0.08 -0.08 0.002
C 0.259426 1.640827 2.549728 -0.25 -0.48 -0.36 -0.002
O -0.340012 1.478025 1.391486 0.29 0.09 0.48 0.011
C 0.581606 0.459351 3.299452 -0.11 -0.04 -0.14 -0.001
N 0.268498 -0.711400 2.664718 -0.02 0.56 -0.24 -0.003
C 0.456556 -1.840068 3.283237 0.04 -0.49 0.24 0.004
C 0.985357 -1.907226 4.588820 -0.14 -0.34 -0.24 0.000
C 1.340014 -0.761360 5.223324 0.14 0.24 0.20 0.004
C 1.146252 0.483754 4.581328 -0.01 -0.19 0.05 -0.001
H 1.472938 3.833960 4.855460 -0.04 0.02 -0.06 0.000
H 0.205286 -2.741671 2.738142 0.02 0.06 0.09 0.000
H 1.124640 -2.874208 5.055562 -0.02 0.06 -0.05 0.000
H 1.775176 -0.789041 6.214938 -0.04 0.04 -0.05 0.000
C -3.790256 3.372038 0.445280 -0.03 -0.03 -0.19 0.001
O -4.068077 2.591374 -0.712357 0.03 0.03 0.34 0.014
C -4.764832 3.154155 -1.720977 0.01 0.16 0.20 0.014
C -5.393580 4.389344 -1.646567 -0.09 0.09 -0.07 -0.001
C -6.147304 4.860070 -2.721466 0.04 -0.03 0.06 0.021
C -6.270618 4.097983 -3.870459 0.06 -0.06 0.00 -0.002
C -5.609164 2.875438 -3.953311 -0.12 0.06 -0.20 0.020
C -4.849867 2.400387 -2.899235 0.15 -0.37 -0.06 0.009
N -4.199082 1.145908 -2.997898 0.37 0.24 0.12 0.175
C -2.961181 0.801770 -2.496269 -0.09 0.36 -0.12 0.419
C -1.881698 1.724523 -2.305356 -0.10 -0.32 -0.05 0.116
C -1.792388 2.975929 -2.851810 0.29 0.54 -0.17 0.144
C -0.643668 3.806066 -2.621460 -0.30 -0.01 -0.15 0.229
C 0.420558 3.404978 -1.842789 -0.12 -0.13 0.03 0.082
C 0.360125 2.151950 -1.242852 0.03 0.19 -0.03 0.223
C -0.769367 1.311660 -1.458882 0.11 -0.19 0.10 0.141
O -0.840529 0.162911 -0.917391 -0.21 -0.12 -0.12 0.289
H -3.128285 2.772738 1.060201 0.06 -0.07 0.03 0.000
H -4.704505 3.601714 0.993832 -0.06 0.01 0.03 0.000
H -3.280176 4.298094 0.175899 0.03 0.05 -0.03 0.000
H -5.322761 4.977766 -0.740651 0.00 -0.04 -0.07 0.000
H -6.640557 5.823449 -2.645813 0.05 -0.10 0.00 0.001
H -6.857058 4.453803 -4.708313 0.02 -0.03 0.04 -0.001
H -5.667160 2.278150 -4.859184 0.00 0.08 0.07 0.002
H -4.734334 0.407250 -3.414885 -0.09 -0.09 -0.03 0.004
H -2.805850 -0.242293 -2.281484 -0.01 -0.02 0.02 0.023
H -2.591840 3.345696 -3.484678 0.16 0.06 0.05 0.006
H -0.618999 4.788463 -3.083631 -0.06 -0.10 0.01 0.010
H 1.275455 4.049322 -1.683584 -0.06 -0.03 -0.02 0.000
H 1.154034 1.780708 -0.600789 -0.13 -0.02 -0.15 0.005
F 5.272077 -6.566797 -0.047285 0.02 -0.16 -0.06 0.017
C 4.963782 -5.376278 0.443300 0.07 -0.23 -0.14 0.052
C 5.923227 -4.387930 0.495394 0.14 0.01 -0.07 -0.008
F 7.150599 -4.638720 0.043883 0.01 0.00 0.01 -0.007
C 5.597346 -3.149685 1.004552 0.06 0.02 -0.09 0.048
F 6.559434 -2.237401 1.011844 -0.02 0.19 0.09 0.013
C 4.320543 -2.864613 1.487931 -0.18 0.25 -0.03 0.056
Se 3.867016 -1.157513 2.129934 0.10 -0.02 0.30 0.679
C 3.380083 -3.891628 1.414111 0.06 -0.08 0.00 0.044
F 2.127288 -3.720175 1.837028 -0.05 0.10 0.12 0.011
C 3.685487 -5.130112 0.898808 -0.04 -0.05 -0.03 -0.008
F 2.766333 -6.092441 0.835477 -0.10 -0.04 -0.01 -0.006

***

Entry 3:
81
Properties=species:S:1:pos:R:3:forces:R:3:lowdin_charge:R:1 method="wB97M-V/def2-TZVPD" de_lowest_ev=0.702 charge=+1 orbital_gap_ev=5.081 homo_ev=-9.2 multiplicity=1
Mo -0.290229 -1.301389 0.192057 1.49 1.80 0.65 1.526
N 3.507732 0.417250 1.754576 0.07 -0.01 -0.02 0.163
C 2.581645 -0.141031 0.982552 0.23 -0.01 -0.34 -0.188
N 1.365012 -0.388906 1.372808 -0.20 0.14 0.61 -0.067
C 1.061174 -0.261002 2.727840 -0.47 -0.94 -0.67 -0.300
N -0.005474 -0.854068 3.148330 0.86 0.97 1.87 0.067
N -0.691097 -1.496268 2.209219 -1.83 -1.83 -0.06 -0.231
C -1.462286 -2.482922 2.634979 1.49 1.49 0.30 -0.017
C -2.046989 -3.271877 1.642292 -0.67 -0.97 -1.26 -0.242
C -2.831381 -4.414940 1.899234 0.44 0.69 0.03 0.018
C -3.325065 -5.141014 0.848139 0.07 0.12 -0.56 -0.024
C -3.057609 -4.700401 -0.456611 -0.03 0.01 0.53 -0.008
C -2.276883 -3.579961 -0.644560 -0.02 -0.10 -0.55 -0.128
N -1.754625 -2.871753 0.368466 0.37 -0.58 0.82 -0.061
C 1.999606 0.392314 3.608831 0.45 0.30 -0.03 -0.077
C 1.739784 0.637449 4.956543 0.16 0.10 -0.13 0.010
C 2.687327 1.276147 5.731999 -0.20 -0.04 0.08 -0.052
C 3.905430 1.670931 5.188573 0.02 -0.12 -0.35 -0.045
C 4.191964 1.403772 3.860776 0.03 0.06 0.12 0.000
C 3.245370 0.763348 3.077045 -0.52 -0.13 0.35 -0.162
H 4.427373 0.605026 1.379604 -0.14 -0.10 -0.07 0.175
H 2.883277 -0.396355 -0.027249 -0.09 0.07 0.18 0.104
H -1.548917 -2.682417 3.693007 0.04 0.06 0.06 0.147
H -2.998097 -4.702950 2.923593 -0.07 -0.05 0.14 0.125
H -3.899544 -6.038358 1.013361 -0.09 -0.06 0.04 0.120
H -3.445723 -5.233700 -1.310064 0.04 0.00 -0.08 0.120
H -2.047031 -3.239394 -1.651065 0.11 0.00 0.19 0.120
H 0.797972 0.307745 5.360487 -0.15 0.02 0.11 0.120
H 2.484252 1.467593 6.772735 -0.04 0.02 0.13 0.113
H 4.639842 2.170280 5.803237 0.02 0.01 0.03 0.116
H 5.144422 1.674973 3.432570 0.14 0.07 -0.03 0.120
Se -1.543854 1.241014 1.322376 0.73 -0.19 -0.30 0.404
P -0.403911 2.295234 -0.214736 0.23 -0.08 -0.05 0.311
Se 0.920151 0.926941 -1.305860 -0.41 0.01 0.25 0.548
C -1.537392 3.129289 -1.375997 0.42 -0.24 0.42 -0.393
C -2.511721 3.961090 -0.834131 0.05 -0.02 -0.04 -0.092
C -3.421991 4.567771 -1.677918 -0.05 0.02 0.12 -0.061
C -3.361276 4.338553 -3.044347 -0.01 -0.05 -0.08 -0.059
C -2.387511 3.510878 -3.577465 -0.09 0.08 -0.03 -0.070
C -1.467504 2.903615 -2.742870 0.18 -0.05 0.09 -0.112
C 0.682566 3.533069 0.573422 -0.34 -0.30 -0.18 -0.406
C 0.749909 3.654072 1.953554 -0.18 -0.09 0.00 -0.120
C 1.692946 4.492817 2.520749 0.14 0.09 0.02 -0.073
C 2.559081 5.207876 1.709087 0.02 -0.03 0.08 -0.070
C 2.483354 5.091949 0.328286 0.01 0.00 -0.13 -0.067
C 1.545752 4.253156 -0.245247 -0.06 0.01 0.05 -0.100
H -2.552969 4.116095 0.236934 -0.07 0.04 0.02 0.105
H -4.189529 5.205359 -1.268288 -0.07 0.10 0.02 0.111
H -4.084646 4.800561 -3.695528 -0.11 0.10 -0.10 0.110
H -2.346053 3.323715 -4.638949 -0.01 0.04 -0.12 0.108
H -0.697951 2.257361 -3.145008 -0.01 -0.04 -0.01 0.064
H 0.061158 3.095220 2.574858 0.06 -0.02 0.02 0.053
H 1.757905 4.578414 3.595257 -0.02 0.05 0.09 0.108
H 3.297854 5.857769 2.152376 0.07 0.07 0.04 0.108
H 3.163810 5.644284 -0.301999 0.04 0.08 -0.04 0.110
H 1.480058 4.139065 -1.319059 0.09 0.05 -0.09 0.105
Br 4.071937 -6.830211 -0.550968 -0.03 -0.02 0.05 0.738
C 2.835055 -5.443643 -0.845825 -0.01 -0.04 -0.42 -0.757
C 2.395386 -5.158554 -2.143203 0.28 -0.27 0.23 -0.760
Br 3.047136 -6.164877 -3.596768 -0.05 -0.01 -0.03 0.728
C 1.500900 -4.113481 -2.370362 -0.34 0.38 0.21 -0.632
Br 0.882810 -3.727627 -4.111723 -0.11 0.16 0.14 0.797
C 1.055476 -3.330517 -1.304721 1.67 -1.87 0.61 -0.380
O 0.295541 -2.273922 -1.364965 -1.36 0.66 -1.42 -0.325
C 1.494812 -3.627142 0.018503 0.56 -0.63 -1.55 -0.411
O 1.055233 -2.827933 0.929397 -1.15 0.70 0.92 -0.198
C 2.380837 -4.686334 0.228996 -0.18 0.30 0.18 -0.648
Br 2.939507 -5.012380 2.002698 -0.09 0.13 -0.06 0.766
Se -3.450128 -0.514136 -0.540050 0.65 0.26 -0.56 1.135
N -1.759303 -0.676194 -1.203303 -1.49 -0.16 -1.14 -0.448
C -1.838236 -0.475000 -2.553811 -0.38 0.03 1.14 -0.355
C -0.819151 -0.593614 -3.504900 0.85 -0.09 -0.87 -0.126
C -1.070406 -0.277337 -4.820481 0.43 -0.27 0.93 -0.044
C -2.330522 0.168280 -5.238663 -1.08 0.27 0.15 -0.062
C -3.364633 0.272852 -4.344999 0.25 0.05 -0.91 -0.015
C -3.145217 -0.074339 -3.001840 -0.05 -0.20 0.86 -0.371
N -4.106505 -0.062985 -2.071019 -0.12 -0.02 -0.44 -0.204
H 0.164027 -0.937350 -3.228762 -0.17 -0.03 0.05 0.032
H -0.271355 -0.367757 -5.541814 0.06 -0.04 -0.02 0.119
H -2.485561 0.419546 -6.276033 -0.07 0.04 -0.11 0.113
H -4.347107 0.601364 -4.638183 -0.15 0.03 -0.07 0.123

***

Question: Among the records above, which one has the highest multiplicity?
Answer: C38H21ClCoF5I3N3O4Se